Arrangement 1

ORCA calculation (ωB97M-V with the def2-TZVPD basis set) on a structure of composition C3H11O2S.

CARTESIAN COORDINATES (ANGSTROEM)
C 0.652 1.204 0.857
C 0.523 0.283 -0.307
C 1.845 -0.102 -0.942
S 2.652 -1.366 0.067
H 1.582 1.000 1.397
H 0.656 2.267 0.628
H -0.144 1.008 1.574
H -0.279 0.521 -0.997
H 0.256 -0.780 0.140
H 1.722 -0.471 -1.961
H 2.542 0.740 -0.958
H 0.064 -1.528 0.449
H -2.660 -0.590 1.783
O -1.936 -0.248 1.257
H -2.458 -1.385 -1.253
H -2.473 -0.133 -0.373
O -2.544 -0.421 -1.361

Values from the calculation:
- HOMO-LUMO gap (eV) = 6.627
- HOMO (eV) = -4.14
- net charge = -1
- 2S+1 = 1

Arrangement 2

ORCA calculation (ωB97M-V with the def2-TZVPD basis set) on a cluster of 3 separate species, C3H11O2S in total.

CARTESIAN COORDINATES (ANGSTROEM)
C -0.933 -1.965 -2.294
C 0.395 -1.591 -1.677
C 0.248 -0.918 -0.318
S 0.073 0.915 -0.295
H -1.482 -2.745 -1.797
H -0.726 -2.382 -3.294
H -1.516 -1.107 -2.611
H 1.064 -2.455 -1.550
H 0.942 -0.955 -2.369
H 1.145 -1.025 0.290
H -0.524 -1.455 0.245
H -1.806 1.552 2.383
H -0.586 0.911 1.914
O -0.996 1.193 2.761
H 1.680 3.463 2.366
H 1.502 4.747 2.994
O 1.520 3.818 3.251

Values from the calculation:
- HOMO-LUMO gap (eV) = 6.281
- HOMO (eV) = -2.68
- net charge = -1
- 2S+1 = 1

Most stable one: arrangement 2, least stable one: arrangement 1.